Entry i
{"formula": "C4H10NOP", "method": "ωB97M-V/def2-TZVPD", "mol_weight_g_mol": 119.1, "charge": 0, "homo_lumo_gap_ev": 8.25, "symbols": ["C", "C", "C", "C", "N", "O", "P", "H", "H", "H", "H", "H", "H", "H", "H", "H", "H"], "positions_angstrom": [[-0.136, -0.247, -0.914], [-1.276, -0.607, -0.046], [0.121, -0.737, -2.286], [0.302, 1.472, 2.008], [0.800, 0.381, -0.356], [0.627, -1.369, 1.628], [1.329, -0.105, 1.338], [-1.697, 0.373, 0.252], [-0.920, -1.075, 0.943], [-1.920, -1.198, -0.631], [1.156, -0.572, -2.502], [-0.609, -0.315, -2.854], [-0.120, -1.843, -2.150], [1.248, 2.046, 2.287], [-0.347, 2.054, 1.337], [-0.239, 1.093, 2.833], [1.684, 0.650, -0.885]], "lowdin_charge": [-0.434, -0.034, 0.007, -0.260, -0.113, -0.529, 0.698, 0.100, 0.080, 0.065, 0.080, 0.056, 0.134, 0.017, 0.011, -0.010, 0.130]}

---

Entry ii
{"formula": "C4H10NOP", "method": "ωB97M-V/def2-TZVPD", "mol_weight_g_mol": 119.1, "smiles": "CC(=O)P(C)CN", "charge": 0, "homo_lumo_gap_ev": 8.88, "symbols": ["C", "C", "C", "C", "N", "O", "P", "H", "H", "H", "H", "H", "H", "H", "H", "H", "H"], "positions_angstrom": [[-1.908, -0.631, -0.872], [2.614, 0.084, -0.438], [-0.224, 1.408, 0.597], [1.422, -0.479, 0.233], [-2.460, -1.250, 0.347], [1.366, -1.324, 1.085], [-0.024, 0.206, -0.847], [-2.447, 0.176, -1.102], [2.780, -0.473, -1.296], [2.576, 1.167, -0.731], [3.653, 0.178, 0.069], [0.244, 0.981, 1.469], [-1.385, 1.576, 0.769], [0.207, 2.294, 0.340], [-1.908, -1.894, 0.920], [-2.670, -0.541, 1.010], [-1.836, -1.477, -1.553]], "lowdin_charge": [-0.358, -0.138, -0.291, -0.651, -0.056, 0.033, 0.976, 0.003, 0.048, 0.083, 0.116, 0.023, 0.082, -0.026, 0.073, 0.028, 0.056]}

---

In eV, relative to the most stable structure: entry i 0.000; entry ii 1.097.

---

Entry i
{"formula": "C4H6N3", "method": "ωB97M-V/def2-TZVPD", "mol_weight_g_mol": 96.1, "charge": 1, "homo_lumo_gap_ev": [6.47, 6.56], "symbols": ["C", "C", "C", "C", "N", "N", "N", "H", "H", "H", "H", "H", "H"], "positions_angstrom": [[0.462, 0.691, 0.240], [0.389, -0.827, 0.066], [-0.453, 1.642, -0.279], [-0.835, -1.568, 0.270], [1.822, 0.904, 0.362], [2.635, 0.137, 0.070], [1.395, -1.354, -0.424], [-0.191, 2.676, 0.081], [-1.399, 1.358, 0.044], [-0.175, 1.672, -1.398], [-1.000, -1.979, 1.345], [-0.883, -2.422, -0.274], [-1.766, -0.929, -0.103]], "lowdin_charge": [-0.057, -0.408, 0.045, -0.018, 0.048, 0.310, 0.306, 0.150, 0.084, 0.198, 0.151, 0.048, 0.143]}

---

Entry ii
{"formula": "C4H6N3", "method": "ωB97M-V/def2-TZVPD", "mol_weight_g_mol": 96.1, "charge": 1, "homo_lumo_gap_ev": 9.57, "symbols": ["C", "C", "C", "C", "N", "N", "N", "H", "H", "H", "H", "H", "H"], "positions_angstrom": [[-0.725, -1.105, 0.235], [0.664, 0.402, -0.701], [0.211, -0.938, -1.045], [-0.081, 0.986, 0.891], [-0.849, -0.225, 1.104], [1.260, 0.594, 0.515], [-0.272, 1.380, -0.499], [-1.255, -2.042, 0.303], [0.980, -1.712, -1.035], [-0.388, -1.024, -1.951], [-0.328, 2.148, 2.165], [1.924, 0.018, 1.013], [-1.142, 1.520, -0.996]], "lowdin_charge": [-0.063, -0.172, -0.006, -0.307, 0.123, 0.182, 0.185, 0.143, 0.138, 0.137, 0.291, 0.175, 0.173]}

---

In eV, relative to the most stable structure: entry i 0.960; entry ii 0.000.

---

Entry i
{"formula": "C5H6O2", "method": "ωB97M-V/def2-TZVPD", "mol_weight_g_mol": 98.1, "smiles": "O=CC1CC(=O)C1", "charge": 0, "homo_lumo_gap_ev": 10.77, "symbols": ["O", "C", "C", "C", "C", "O", "C", "H", "H", "H", "H", "H", "H"], "positions_angstrom": [[0.388, 2.630, 0.549], [0.744, 1.490, 0.375], [-0.159, 0.337, 0.677], [0.305, -1.142, 0.620], [-0.162, -1.199, -0.829], [0.006, -1.975, -1.727], [-0.805, 0.183, -0.760], [-0.782, 0.587, 1.542], [1.655, 1.237, -0.210], [-0.364, -1.766, 1.228], [1.336, -1.432, 0.838], [-1.889, 0.272, -0.810], [-0.382, 0.846, -1.533]], "lowdin_charge": [0.057, -0.269, -0.230, -0.046, -0.393, 0.114, -0.032, 0.147, 0.143, 0.129, 0.122, 0.128, 0.130]}

---

Entry ii
{"formula": "C5H6O2", "method": "ωB97M-V/def2-TZVPD", "mol_weight_g_mol": 98.1, "smiles": "O=C1CO[C@H]2C[C@@H]12", "charge": 0, "homo_lumo_gap_ev": 10.24, "symbols": ["O", "C", "C", "O", "C", "C", "C", "H", "H", "H", "H", "H", "H"], "positions_angstrom": [[0.074, -2.432, 0.202], [-0.013, -1.241, 0.001], [-1.151, -0.580, -0.795], [-0.691, 0.697, -1.235], [0.416, 1.047, -0.465], [0.301, 1.050, 0.992], [0.916, -0.189, 0.407], [-2.040, -0.493, -0.153], [-1.415, -1.173, -1.671], [1.366, 1.154, -0.927], [-0.683, 0.925, 1.428], [0.969, 1.687, 1.552], [1.951, -0.453, 0.663]], "lowdin_charge": [0.090, -0.368, -0.087, -0.060, -0.228, -0.041, -0.120, 0.136, 0.137, 0.143, 0.126, 0.116, 0.157]}

---

Entry iii
{"formula": "C5H6O2", "method": "ωB97M-V/def2-TZVPD", "mol_weight_g_mol": 98.1, "charge": 0, "homo_lumo_gap_ev": 8.80, "symbols": ["C", "C", "O", "C", "C", "O", "C", "H", "H", "H", "H", "H", "H"], "positions_angstrom": [[1.760, -0.128, -0.265], [0.295, 0.129, -0.110], [-0.234, 1.332, -0.610], [-1.443, 0.709, -0.104], [-0.966, -0.731, -0.313], [-1.302, -1.137, 1.018], [-1.008, 0.239, 1.285], [2.355, 0.744, 0.028], [1.964, -0.333, -1.325], [2.073, -0.998, 0.318], [-2.395, 1.170, -0.370], [-1.134, -1.454, -1.121], [0.036, 0.460, 1.567]], "lowdin_charge": [0.011, -0.316, -0.003, -0.165, -0.172, -0.055, -0.020, 0.092, 0.096, 0.093, 0.153, 0.150, 0.136]}

---

In eV, relative to the most stable structure: entry i 0.000; entry ii 0.707; entry iii 5.283.

---

Entry i
{"formula": "C5H6O2", "method": "ωB97M-V/def2-TZVPD", "mol_weight_g_mol": 98.1, "smiles": "C=C(C=O)CC=O", "charge": 0, "homo_lumo_gap_ev": 8.40, "symbols": ["O", "C", "C", "C", "C", "C", "O", "H", "H", "H", "H", "H", "H"], "positions_angstrom": [[1.882, -1.171, -0.362], [0.954, -0.694, -0.966], [-0.320, 0.265, 0.370], [-0.091, -0.031, 1.667], [-0.550, -0.905, -0.519], [-0.297, 1.572, -0.328], [-0.725, 1.688, -1.463], [1.098, 0.016, -1.795], [-0.790, -0.734, 2.098], [0.768, 0.219, 2.275], [-1.374, -0.807, -1.235], [-0.541, -1.870, -0.005], [-0.023, 2.454, 0.271]], "lowdin_charge": [0.064, -0.244, -0.340, 0.109, -0.068, -0.227, 0.047, 0.129, 0.075, 0.084, 0.118, 0.123, 0.129]}

---

Entry ii
{"formula": "C5H6O2", "method": "ωB97M-V/def2-TZVPD", "mol_weight_g_mol": 98.1, "charge": 0, "homo_lumo_gap_ev": [8.18, 8.22], "symbols": ["C", "C", "C", "C", "C", "O", "O", "H", "H", "H", "H", "H", "H"], "positions_angstrom": [[-1.565, -0.691, 0.016], [-0.240, -0.004, 0.054], [0.049, 1.420, 0.232], [0.895, -0.073, -0.881], [1.733, -0.551, 0.194], [2.844, -0.926, 0.405], [0.664, -0.437, 1.148], [-2.145, -0.423, 0.903], [-1.407, -1.772, 0.000], [-2.128, -0.401, -0.876], [0.039, 1.744, 1.289], [0.281, 2.168, -0.494], [0.980, -0.089, -1.970]], "lowdin_charge": [0.009, -0.563, 0.177, 0.097, -0.452, 0.143, -0.004, 0.092, 0.094, 0.091, 0.114, 0.069, 0.133]}

---

Entry iii
{"formula": "C5H6O2", "method": "ωB97M-V/def2-TZVPD", "mol_weight_g_mol": 98.1, "smiles": "C#CCC=O.C=O", "charge": 0, "homo_lumo_gap_ev": 10.74, "symbols": ["O", "C", "C", "C", "O", "C", "C", "H", "H", "H", "H", "H", "H"], "positions_angstrom": [[-2.211, -0.149, 0.619], [-1.060, -0.452, 0.828], [-0.168, -0.961, -0.262], [-0.525, 1.943, -0.509], [0.206, 2.222, 0.411], [1.280, -0.967, -0.061], [2.473, -1.039, 0.093], [-1.385, 1.275, -0.371], [-0.617, -0.528, 1.830], [-0.641, -1.955, -0.034], [-0.455, -0.647, -1.274], [-0.379, 2.319, -1.535], [3.525, -1.144, 0.258]], "lowdin_charge": [0.028, -0.315, -0.179, -0.142, 0.014, -0.134, 0.126, 0.048, 0.143, 0.155, 0.132, 0.091, 0.033]}

---

Entry iv
{"formula": "C5H6O2", "method": "ωB97M-V/def2-TZVPD", "mol_weight_g_mol": 98.1, "charge": 0, "homo_lumo_gap_ev": [10.19, 10.20], "symbols": ["C", "C", "C", "C", "C", "O", "O", "H", "H", "H", "H", "H", "H"], "positions_angstrom": [[-3.020, 0.080, -0.263], [-1.977, -0.405, -0.059], [1.093, 0.372, -0.794], [1.333, 0.680, 0.701], [0.045, -1.200, 0.351], [0.627, -0.998, -0.862], [0.566, -0.409, 1.382], [-3.884, 0.637, -0.548], [0.139, 0.929, -1.115], [1.931, 0.452, -1.423], [2.385, 0.620, 0.837], [0.892, 1.547, 1.063], [-0.131, -2.306, 0.729]], "lowdin_charge": [-0.081, -0.062, -0.112, -0.066, -0.201, -0.065, -0.062, -0.005, 0.144, 0.110, 0.111, 0.105, 0.186]}

---

In eV, relative to the most stable structure: entry i 0.000; entry ii 0.896; entry iii 0.732; entry iv 2.510.